DFT (the ωB97M-V functional and the def2-TZVPD basis) results for C29H33NO6 in the gas phase in a non-equilibrium geometry.

```
69
Properties=species:S:1:pos:R:3:lowdin_charge:R:1
C -0.676 -0.298 3.153 -0.002
C -0.011 -0.234 1.818 -0.204
C -0.658 -0.064 0.643 -0.023
C -2.112 0.054 0.596 -0.404
O -2.852 0.117 1.559 0.077
O -2.564 0.109 -0.673 0.008
C -3.965 0.081 -0.857 -0.100
C -4.433 -1.359 -1.154 -0.308
C -5.965 -1.449 -1.160 -0.120
C -6.290 -1.712 0.316 -0.140
C -4.950 -2.193 0.910 -0.184
O -4.021 -2.263 -0.158 -0.089
C 0.087 0.043 -0.671 -0.126
C -0.051 1.442 -1.239 -0.103
C -0.679 1.637 -2.456 -0.027
C -0.828 2.902 -2.997 -0.083
C -0.340 3.994 -2.307 -0.087
C 0.302 3.822 -1.093 -0.023
C 0.457 2.553 -0.547 -0.181
O 1.067 2.294 0.650 -0.032
C 1.740 3.326 1.349 -0.416
C 1.953 2.819 2.773 -0.031
C 3.075 3.662 0.683 -0.025
C 1.552 -0.304 -0.516 -0.050
C 2.110 -0.476 0.702 -0.184
C 3.565 -0.777 0.903 -0.062
C 4.132 -1.501 -0.318 -0.224
C 3.551 -2.877 -0.444 -0.246
C 3.951 -3.943 -1.196 -0.015
C 3.006 -4.972 -0.963 -0.058
C 2.105 -4.456 -0.087 -0.107
O 2.428 -3.191 0.235 0.044
C 3.815 -0.672 -1.567 -0.050
C 2.318 -0.447 -1.740 -0.340
O 1.823 -0.383 -2.850 0.101
N 1.353 -0.396 1.836 0.136
H -1.220 0.624 3.345 0.091
H 0.051 -0.463 3.947 0.080
H -1.414 -1.098 3.167 0.094
H -4.186 0.729 -1.708 0.140
H -4.454 0.460 0.046 0.132
H -3.969 -1.693 -2.087 0.155
H -6.277 -2.291 -1.778 0.114
H -6.427 -0.541 -1.541 0.113
H -6.623 -0.802 0.813 0.107
H -7.068 -2.465 0.426 0.104
H -5.011 -3.194 1.344 0.119
H -4.581 -1.497 1.674 0.104
H -0.358 -0.644 -1.400 0.153
H -1.051 0.776 -2.989 0.122
H -1.319 3.033 -3.950 0.099
H -0.449 4.990 -2.710 0.101
H 0.674 4.696 -0.580 0.102
H 1.107 4.224 1.394 0.139
H 2.384 3.605 3.387 0.084
H 2.625 1.965 2.767 0.068
H 1.002 2.514 3.201 0.079
H 2.924 3.969 -0.349 0.075
H 3.716 2.783 0.685 0.074
H 3.572 4.464 1.222 0.084
H 3.702 -1.386 1.800 0.131
H 4.111 0.162 1.046 0.126
H 5.220 -1.598 -0.221 0.152
H 4.809 -3.991 -1.835 0.112
H 3.004 -5.953 -1.390 0.100
H 1.226 -4.866 0.368 0.120
H 4.198 -1.156 -2.466 0.127
H 4.289 0.310 -1.484 0.131
H 1.799 -0.558 2.726 0.147
```

As for the SMILES: CC1=C(C(=O)OC[C@@H]2CCCO2)[C@@H](c2ccccc2OC(C)C)C2=C(C[C@@H](c3ccco3)CC2=O)N1. The net charge is 0. The electronic energy comes out at -1631.07230 Eh. The calculation puts the LUMO energy at 0.539 eV. Its spin multiplicity is 1. The HOMO energy comes out at -7.73 eV.

***

DFT (the ωB97M-V functional and the def2-TZVPD basis) results for C19H23N3O6S in the gas phase in a non-equilibrium geometry.

```
52
Properties=species:S:1:pos:R:3:lowdin_charge:R:1
C -5.797 2.110 0.244 -0.115
C -5.751 3.032 1.456 -0.275
C -4.390 2.984 2.145 -0.230
C -4.330 3.909 3.360 -0.216
C -2.947 3.933 4.014 -0.163
C -1.907 4.706 3.190 -0.151
O -0.715 3.937 3.002 0.008
C -0.558 3.334 1.809 -0.528
O -1.294 3.455 0.868 0.107
N 0.590 2.585 1.859 0.158
C 1.141 1.779 0.873 -0.201
C 2.371 1.168 1.140 -0.002
C 2.959 0.348 0.198 -0.051
C 2.317 0.134 -1.006 -0.306
S 3.080 -0.937 -2.203 0.679
O 4.436 -0.543 -2.431 -0.281
O 2.208 -1.132 -3.320 -0.265
N 3.235 -2.404 -1.347 -0.050
C 2.200 -3.312 -1.251 -0.279
C 2.443 -4.689 -1.202 -0.008
C 1.400 -5.588 -1.076 -0.061
C 0.092 -5.144 -0.997 -0.004
C -0.142 -3.776 -1.039 -0.138
N -1.494 -3.283 -0.930 -0.359
O -2.392 -4.097 -0.940 0.086
O -1.651 -2.086 -0.821 0.085
C 0.889 -2.858 -1.162 0.061
C 1.104 0.734 -1.289 -0.047
C 0.510 1.559 -0.353 0.023
H -6.768 2.162 -0.242 0.066
H -5.615 1.080 0.541 0.071
H -5.034 2.395 -0.476 0.071
H -6.530 2.742 2.166 0.107
H -5.959 4.057 1.139 0.108
H -4.188 1.959 2.466 0.122
H -3.619 3.259 1.425 0.094
H -5.060 3.570 4.100 0.113
H -4.607 4.924 3.067 0.115
H -3.021 4.373 5.009 0.107
H -2.594 2.906 4.136 0.119
H -1.588 5.616 3.702 0.128
H -2.306 4.966 2.206 0.119
H 1.096 2.644 2.732 0.157
H 2.859 1.342 2.087 0.115
H 3.911 -0.124 0.381 0.119
H 4.160 -2.795 -1.445 0.120
H 3.459 -5.047 -1.266 0.114
H 1.610 -6.646 -1.043 0.110
H -0.738 -5.826 -0.902 0.117
H 0.662 -1.806 -1.197 0.098
H 0.636 0.545 -2.242 0.123
H -0.436 2.029 -0.558 0.109
```

As for the SMILES: CCCCCCOC(=O)Nc1ccc(S(=O)(=O)Nc2cccc([N+](=O)[O-])c2)cc1. The net charge is 0. The electronic energy comes out at -1751.64689 Eh. The calculation puts the LUMO energy at -0.473 eV. Its spin multiplicity is 1. As for the energy relative to the best compared isomer or geometry (same formula, charge and spin): 59.5 kcal per mole. The HOMO energy comes out at -9.02 eV.

***

DFT (the ωB97M-V functional and the def2-TZVPD basis) results for C15H17NO5 in the gas phase.

```
38
Properties=species:S:1:pos:R:3:lowdin_charge:R:1
C 4.710 5.094 -1.595 -0.060
C 4.787 4.053 -2.702 -0.212
O 4.006 2.899 -2.388 -0.013
C 2.697 2.965 -2.645 -0.489
O 2.153 3.917 -3.149 0.116
C 1.977 1.728 -2.258 0.061
C 2.566 0.667 -1.709 0.061
C 1.836 -0.554 -1.302 -0.481
O 2.337 -1.466 -0.693 0.131
O 0.559 -0.557 -1.719 0.003
C -0.229 -1.614 -1.213 -0.075
C -0.442 -1.419 0.300 -0.473
O -0.123 -0.400 0.866 0.092
N -1.005 -2.484 0.901 0.078
C -1.374 -2.477 2.306 -0.122
C -2.868 -2.364 2.471 -0.216
C -3.620 -3.417 2.972 -0.049
C -4.994 -3.302 3.091 -0.088
C -5.629 -2.135 2.701 -0.094
C -4.885 -1.082 2.195 -0.080
C -3.512 -1.196 2.081 -0.035
H 5.364 5.928 -1.833 0.077
H 3.691 5.462 -1.501 0.076
H 5.017 4.659 -0.647 0.079
H 4.429 4.478 -3.646 0.122
H 5.806 3.680 -2.823 0.123
H 0.915 1.747 -2.451 0.130
H 3.625 0.652 -1.498 0.129
H 0.261 -2.577 -1.397 0.135
H -1.184 -1.561 -1.740 0.141
H -1.293 -3.278 0.353 0.151
H -1.000 -3.390 2.778 0.123
H -0.875 -1.610 2.747 0.130
H -3.127 -4.330 3.278 0.107
H -5.570 -4.125 3.488 0.101
H -6.701 -2.046 2.794 0.100
H -5.377 -0.169 1.893 0.103
H -2.926 -0.375 1.692 0.115
```

As for the SMILES: CCOC(=O)/C=C/C(=O)OCC(=O)NCc1ccccc1. The net charge is 0. The electronic energy comes out at -1012.77051 Eh. The calculation puts the LUMO energy at -0.122 eV. Its spin multiplicity is 1. As for the energy relative to the best compared isomer or geometry (same formula, charge and spin): 29.1 kcal per mole. The HOMO energy comes out at -9.34 eV.

***

DFT (the ωB97M-V functional and the def2-TZVPD basis) results for 2 unconnected molecules or ions with the total composition C2H8OP2S in a non-equilibrium geometry.

```
14
Properties=species:S:1:pos:R:3:lowdin_charge:R:1
C -1.342 0.922 -0.109 -0.216
C -1.977 -0.416 0.157 -0.558
O 2.515 -1.899 0.498 -0.590
P 2.371 -0.679 -0.320 0.361
P -0.658 -1.794 -0.126 0.805
S 4.119 0.624 0.089 0.291
H -1.564 1.281 -1.063 0.046
H -1.643 1.685 0.584 0.067
H -0.266 0.773 -0.054 0.000
H -2.930 -0.468 -0.381 0.056
H -2.256 -0.407 1.224 0.058
H 4.675 -0.235 1.049 -0.155
H 2.838 -1.148 -1.756 0.003
H -0.057 -1.448 1.072 -0.168
```

The net charge is 0. The electronic energy comes out at -1237.02050 Eh. The calculation puts the LUMO energy (alpha / beta) at -1.326 / -2.439 eV. Its spin multiplicity is 1. As for the energy relative to the best compared isomer or geometry (same formula, charge and spin): 62.6 kcal per mole. The HOMO energy (alpha / beta) comes out at -9.17 / -8.56 eV.

***

DFT (the ωB97M-V functional and the def2-TZVPD basis) results for a molecular structure, C30H26F3N5S7Sn in a non-equilibrium geometry.

```
72
Properties=species:S:1:pos:R:3:lowdin_charge:R:1
Sn -1.082 -1.169 1.589 0.829
S 4.589 -0.519 6.934 0.757
C 3.434 -0.835 5.857 -1.443
S 3.748 -0.995 4.134 0.959
C 2.140 -1.368 3.630 -1.125
C 1.162 -1.467 4.704 -1.128
S -0.438 -1.839 4.517 0.648
S 1.752 -1.081 6.285 0.969
S 1.807 -1.483 2.011 0.630
S -0.633 -1.132 -1.050 0.674
C 0.209 0.322 -1.268 -0.627
N 0.873 0.568 -2.372 -0.068
C 1.700 1.773 -2.475 -0.065
C 2.325 2.049 -1.131 -0.074
N 1.262 2.181 -0.138 -0.078
C 1.424 3.270 0.832 -0.104
C 1.227 4.617 0.170 -0.224
C -0.017 4.974 -0.346 -0.040
C -0.184 6.195 -0.978 -0.061
C 0.886 7.073 -1.095 -0.062
C 2.123 6.726 -0.573 -0.060
C 2.294 5.500 0.055 -0.046
C 0.201 1.390 -0.208 -0.697
S -1.137 1.550 0.797 0.657
C 0.963 -0.355 -3.514 -0.093
C 2.341 -0.982 -3.577 -0.225
C 2.808 -1.736 -2.501 -0.045
C 4.073 -2.299 -2.540 -0.063
C 4.880 -2.117 -3.656 -0.061
C 4.421 -1.365 -4.726 -0.055
C 3.156 -0.792 -4.685 -0.037
H 1.091 2.618 -2.808 0.156
H 2.477 1.588 -3.214 0.140
H 2.886 2.981 -1.166 0.139
H 3.008 1.239 -0.855 0.148
H 2.437 3.203 1.231 0.137
H 0.714 3.121 1.640 0.093
H -0.861 4.301 -0.243 0.090
H -1.155 6.469 -1.369 0.113
H 0.755 8.024 -1.592 0.114
H 2.956 7.411 -0.648 0.114
H 3.262 5.240 0.468 0.117
H 0.773 0.225 -4.418 0.143
H 0.189 -1.111 -3.417 0.090
H 2.175 -1.889 -1.634 0.086
H 4.423 -2.892 -1.705 0.110
H 5.864 -2.565 -3.691 0.115
H 5.043 -1.226 -5.599 0.116
H 2.805 -0.205 -5.526 0.121
N -0.837 -4.453 2.327 0.001
C -0.923 -5.722 1.902 -0.047
C -1.194 -5.680 0.552 -0.025
C -1.258 -4.321 0.242 -0.145
N -1.042 -3.580 1.329 -0.133
H -0.662 -4.120 3.261 0.094
H -0.786 -6.559 2.566 0.137
H -1.329 -6.516 -0.112 0.114
H -1.436 -3.857 -0.715 0.088
F -8.256 -0.062 1.558 0.170
C -7.811 -1.287 1.250 -0.592
F -8.314 -2.148 2.144 0.172
F -8.275 -1.614 0.042 0.164
C -6.298 -1.316 1.291 -0.070
C -5.561 -1.711 0.188 0.048
C -4.182 -1.705 0.293 -0.103
N -3.549 -1.335 1.408 -0.084
C -4.268 -0.960 2.468 -0.110
C -5.649 -0.935 2.457 0.044
H -6.044 -2.012 -0.730 0.135
H -3.557 -1.998 -0.542 0.098
H -3.712 -0.667 3.353 0.114
H -6.203 -0.626 3.332 0.142
```

The net charge is +2. The electronic energy comes out at -4733.32360 Eh. The calculation puts the LUMO energy at -7.888 eV. Its spin multiplicity is 1. As for the energy relative to the best compared isomer or geometry (same formula, charge and spin): 7.5 kcal per mole. The HOMO energy comes out at -12.89 eV.

***

DFT (the ωB97M-V functional and the def2-TZVPD basis) results for 2 unconnected molecules or ions with the total composition C3H7NOSi in a non-equilibrium geometry.

```
13
Properties=species:S:1:pos:R:3:lowdin_charge:R:1
C 0.694 0.411 -0.549 -0.273
C -0.608 0.360 -0.210 -0.321
C 1.762 -0.614 -0.244 -0.140
N -1.383 2.166 -0.569 0.034
O -0.687 2.789 -1.269 -0.033
Si -1.603 -0.834 0.871 0.615
H 1.187 1.480 -0.853 0.135
H 1.413 -1.413 0.365 0.014
H 2.385 -0.848 -1.186 0.102
H 2.514 -0.136 0.474 0.094
H -0.609 -1.904 1.260 -0.074
H -2.834 -1.428 -0.003 -0.055
H -2.230 -0.030 1.912 -0.097
```

The net charge is 0. The electronic energy comes out at -537.80404 Eh. The calculation puts the LUMO energy at -0.124 eV. Its spin multiplicity is 1. As for the energy relative to the best compared isomer or geometry (same formula, charge and spin): 121.3 kcal per mole. The HOMO energy comes out at -8.41 eV.

***

- Number 6 is which compound?
  C3H7NOSi